No. 1
The following is a quantum chemistry calculation of a 13-piece molecular cluster, C23H35Cl24F8NO5 overall at a distorted geometry, from OMol25.

Kohn-Sham gap: 8.45 eV
molecular weight: 1408.39 g mol⁻¹

Each line ends with the Löwdin charge.
Positions of all 96 atoms, in Å:
C: 3.41900 0.07585 -3.49617  -0.19
C: 2.69701 -1.15087 -4.33003  -0.29
O: 1.21229 -1.09273 -4.18816  -0.25
C: 0.57712 -2.05661 -5.12058  -0.17
C: -0.29125 -3.17466 -4.29321  -0.04
C: -1.85378 -3.33070 -4.76082  -0.23
O: -2.44024 -4.53601 -4.54434  0.00
O: -2.69833 -2.29447 -5.37606  -0.04
C: -2.79471 -1.10342 -4.51594  -0.08
C: -2.97697 -1.58177 -2.94572  -0.15
O: -2.11306 -1.07973 -2.02060  0.01
N: -3.99299 -2.57629 -2.43234  0.03
C: -4.26004 -2.15691 -0.98000  -0.22
O: -3.88459 -2.95767 0.04655  -0.01
F: -4.97968 -0.86056 -0.76387  0.01
C: -3.87079 0.02944 -5.01079  -0.12
F: -4.12477 0.93058 -3.85427  0.05
F: -3.16578 0.88192 -6.03785  0.02
C: -5.22005 -0.55501 -5.73290  -0.09
F: -6.04698 0.65571 -6.10058  0.03
F: -4.98608 -1.27704 -7.00990  0.06
C: -6.18300 -1.47315 -4.76990  -0.12
F: -5.84028 -2.93656 -4.79165  -0.06
F: -6.34723 -0.93493 -3.38098  0.03
F: -7.56331 -1.39672 -5.38046  0.03
H: 4.09000 -0.31614 -2.59521  0.08
H: 4.12023 0.74633 -4.17162  0.06
H: 2.60201 0.81838 -3.04268  -0.04
H: 3.03095 -1.03598 -5.47002  0.07
H: 3.13490 -2.15526 -3.89461  0.10
H: -0.06794 -1.42807 -5.90078  0.15
H: 1.43027 -2.62617 -5.69621  0.13
H: -0.28329 -2.97062 -3.11777  0.14
H: 0.23870 -4.22587 -4.42997  0.15
H: -1.72185 -0.58056 -4.56220  0.19
H: -3.60671 -3.55872 -2.39387  0.12
C: 0.79955 -1.17718 -0.79627  -1.03
Cl: 1.26332 0.35716 -0.05078  0.51
Cl: 2.18281 -2.27178 -0.91235  0.55
H: 0.02335 -1.64796 -0.18807  -0.04
H: 0.41444 -0.98285 -1.80022  0.00
C: -1.56279 0.04198 3.03193  -1.04
Cl: -0.16938 1.12361 3.14818  0.50
Cl: -1.61634 -0.75942 1.45714  0.58
H: -1.49053 -0.71673 3.81498  0.01
H: -2.47750 0.62453 3.16592  -0.05
C: 6.16634 -0.30544 -6.28197  -0.99
Cl: 4.76741 -0.18724 -7.35624  0.53
Cl: 5.81926 -1.34920 -4.89807  0.57
H: 7.00878 -0.72208 -6.83941  0.03
H: 6.42168 0.69315 -5.91920  0.03
C: 2.69965 -2.16874 3.04829  -1.03
Cl: 4.34220 -2.61019 3.53015  0.51
Cl: 1.55601 -2.43404 4.36994  0.53
H: 2.68244 -1.11231 2.76957  0.02
H: 2.40317 -2.78083 2.19305  0.01
C: 2.03721 3.65618 -1.54164  -1.02
Cl: 3.43062 4.73781 -1.42539  0.51
Cl: 1.98366 2.85478 -3.11643  0.58
H: 2.10947 2.89747 -0.75860  -0.09
H: 1.12250 4.23873 -1.40765  0.04
C: -6.77872 -4.89842 -1.07441  -0.98
Cl: -6.16872 -4.13558 -2.54784  0.67
Cl: -8.52799 -4.68983 -0.92741  0.52
H: -6.54910 -5.96629 -1.10537  0.03
H: -6.29202 -4.44131 -0.20944  0.02
C: 1.50165 -0.92184 7.72275  -1.04
Cl: 2.60002 0.01316 8.74471  0.50
Cl: 0.00411 -0.03302 7.41872  0.49
H: 1.99268 -1.12852 6.76870  -0.02
H: 1.26161 -1.86188 8.22543  0.03
C: -4.94790 -1.88208 4.39233  -0.99
Cl: -3.74121 -2.64553 5.43446  0.51
Cl: -4.53956 -0.19079 4.07948  0.57
H: -4.98866 -2.41991 3.44202  0.03
H: -5.92261 -1.92760 4.88414  0.03
C: 4.00566 3.79715 2.19639  -0.98
Cl: 2.94319 2.55265 1.52750  0.51
Cl: 3.26819 5.39872 2.06918  0.47
H: 4.19469 3.57512 3.24948  0.03
H: 4.94834 3.79467 1.64382  0.03
C: 6.17253 0.22137 10.27150  -1.04
Cl: 7.56594 1.30300 10.38775  0.50
Cl: 6.11898 -0.58003 8.69671  0.48
H: 6.24479 -0.53735 11.05454  0.03
H: 5.25782 0.80391 10.40549  0.01
C: 2.57253 9.18997 3.63313  -1.04
Cl: 3.96594 10.27160 3.74938  0.51
Cl: 2.51898 8.38857 2.05834  0.47
H: 2.64479 8.43126 4.41617  0.01
H: 1.65782 9.77252 3.76712  0.03
C: -0.14790 4.73749 5.03661  -1.03
Cl: 1.05879 3.97404 6.07874  0.49
Cl: 0.26044 6.42878 4.72375  0.50
H: -0.18866 4.19966 4.08629  0.01
H: -1.12261 4.69197 5.52842  0.03

No. 2
The following is a quantum chemistry calculation of a 2-piece molecular cluster, C20H22BCl3N2O overall at a distorted geometry, from OMol25.

Kohn-Sham gap: 3.18 eV
molecular weight: 423.58 g mol⁻¹

Each line ends with the natural charge from an NBO analysis.
Positions of all 49 atoms, in Å:
Cl: 2.07072 -4.34189 0.77068  -0.21
B: 1.71367 -2.78886 -0.15467  0.39
Cl: 1.76882 -1.31436 1.08098  -0.27
Cl: 2.84664 -2.40965 -1.55168  -0.22
O: 0.31178 -2.90161 -0.69957  -0.57
C: -0.64630 -2.10420 -0.37824  0.49
C: -1.96619 -2.61901 -0.24427  -0.14
C: -3.05037 -1.71465 -0.21684  -0.13
C: -4.34339 -2.19202 -0.05388  -0.23
C: -4.58133 -3.56941 0.07339  -0.13
C: -3.50722 -4.47609 0.04616  -0.21
C: -2.20733 -4.02083 -0.11263  -0.13
H: -0.44882 -1.04868 -0.16973  0.22
H: -2.82770 -0.64962 -0.30396  0.23
H: -5.16879 -1.47983 -0.01381  0.23
H: -5.59972 -3.94203 0.19694  0.23
H: -3.68612 -5.54749 0.15990  0.23
H: -1.36557 -4.71777 -0.09880  0.25
C: 2.86687 1.24497 -0.79026  -0.70
C: 2.31586 1.79424 0.41479  0.00
C: 0.91744 1.99052 0.35068  0.16
N: 0.35648 1.51011 -0.84853  -0.44
C: 0.98272 0.55897 -1.60019  0.24
N: 0.32270 0.47945 -2.79785  -0.41
C: 0.75806 -0.24871 -3.97322  -0.40
C: -0.66524 1.45423 -2.81950  -0.10
C: -0.66539 2.07763 -1.62329  -0.07
C: 0.13706 2.41183 1.43632  -0.05
C: -1.36041 2.45920 1.35357  -0.63
C: 0.79660 2.66436 2.64974  -0.25
C: 2.18098 2.47640 2.76475  0.00
C: 2.78280 2.72049 4.12780  -0.63
C: 2.93914 2.09145 1.64908  -0.24
H: 3.74881 0.60790 -0.67140  0.22
H: 1.54117 -0.30271 -1.21865  0.28
H: 2.90115 1.89057 -1.67036  0.21
H: 1.36490 -1.10705 -3.68786  0.24
H: -0.10529 -0.58110 -4.55907  0.21
H: 1.37076 0.38136 -4.63026  0.20
H: -1.28340 1.66775 -3.67231  0.22
H: -1.25417 2.91867 -1.29456  0.23
H: -1.80934 2.47328 2.35786  0.22
H: -1.74132 3.34716 0.82290  0.21
H: -1.73403 1.55938 0.84158  0.20
H: 0.20294 2.97021 3.51892  0.20
H: 3.87436 2.61293 4.12891  0.21
H: 2.53802 3.72926 4.50154  0.21
H: 2.38612 2.00780 4.86993  0.22
H: 4.02086 1.97745 1.73899  0.21

> Which of these has the highest molecular weight?

C23H35Cl24F8NO5